Record 1
This record from OMol25 describes a structure of composition C25H37GaO2 in a non-equilibrium geometry. The level of theory is ωB97M-V/def2-TZVPD.

The geometry in XYZ format:
```
65
Properties=species:S:1:pos:R:3:forces:R:3:mulliken_charge:R:1
O 2.3636 -0.1252 -3.3149 1.0 0.0 0.0 -0.234
C 3.4484 -1.0321 -3.7038 -0.5 -1.5 -0.8 -0.653
C 4.5010 0.0142 -3.7768 0.0 0.7 0.2 -0.820
H 3.2317 -1.4615 -4.6830 -0.2 -0.3 0.2 0.356
H 3.6461 -1.7899 -2.9640 -0.3 -0.4 0.3 0.315
C 3.3488 0.9558 -3.4377 0.8 2.0 -0.4 2.035
H 4.9250 0.2190 -4.7492 0.2 -0.2 -0.2 0.370
H 5.2837 -0.0352 -3.0194 -0.1 0.0 -0.1 0.299
C 3.0073 1.9036 -4.5709 0.1 -0.1 0.1 -1.778
H 2.7082 1.3528 -5.4665 0.0 0.2 0.0 0.402
H 3.9339 2.4689 -4.7544 -0.5 0.0 -0.2 0.437
H 2.2255 2.6039 -4.2541 0.0 -0.1 -0.2 0.374
C 3.5973 1.7580 -2.2037 0.1 0.2 0.4 -1.837
H 3.9954 1.1240 -1.4138 -0.3 0.3 0.0 0.199
H 2.6808 2.2808 -1.9026 0.4 -0.2 0.3 0.351
H 4.3902 2.4881 -2.4031 -0.2 0.0 -0.2 0.500
Ga 0.0115 -0.2184 -3.2705 -0.1 -0.6 -0.1 0.391
C -1.5625 0.1487 2.8978 0.3 -0.5 -0.4 -0.644
C -1.6120 -1.1792 2.3750 0.2 0.2 -0.2 1.853
C -0.3577 -1.5218 1.8542 0.5 1.0 0.5 -1.925
H -2.4572 -1.8401 2.2873 0.5 0.5 0.1 -0.862
C 0.5117 -0.4142 2.0986 -1.6 0.1 0.2 -0.235
C -0.2511 0.6356 2.7001 0.3 -1.4 -0.3 -1.227
H 0.1053 1.6173 2.9451 0.2 0.3 0.2 0.376
H -2.3838 0.6896 3.3594 0.2 0.0 -0.1 0.451
H -0.0964 -2.4565 1.3700 0.0 0.0 0.1 0.427
H 1.5465 -0.4032 1.8907 0.3 0.1 0.0 0.700
C -3.0223 0.7043 -0.7860 -0.6 -1.0 0.5 0.908
C -2.2455 1.5586 0.1428 1.5 1.1 -1.1 -0.912
C -1.1455 2.1239 -0.4837 -1.5 -0.9 0.1 -0.270
H -2.5694 1.7109 1.1435 0.1 -0.1 0.6 0.566
C -1.1617 1.7377 -1.8885 -2.5 -1.4 1.0 -0.378
C -2.1788 0.7409 -2.0770 0.5 2.2 0.1 -1.302
H -2.7541 0.6772 -3.0106 0.7 -0.5 0.0 0.442
H -3.9262 1.2558 -1.1496 0.6 0.1 0.2 0.349
H -0.4250 2.7929 -0.0509 0.1 0.0 0.2 0.337
H -0.6428 2.3440 -2.6433 -0.1 -0.6 0.0 0.751
O 2.3036 1.1687 0.2390 0.3 -1.2 -0.7 -0.309
C 3.2194 1.6340 1.2200 -0.1 0.0 -0.1 -0.395
C 3.7920 0.4155 1.9322 -0.7 -0.5 -0.3 -0.785
H 2.6650 2.3215 1.8703 0.2 -0.1 -0.1 0.339
H 4.0410 2.1616 0.7169 0.0 0.2 0.1 0.287
C 3.7881 -0.6561 0.7820 0.8 0.6 0.6 -0.592
H 3.1260 0.0854 2.7396 0.3 0.2 -0.2 0.314
H 4.7606 0.6514 2.3588 0.3 -0.2 -0.1 0.469
C 2.6480 -0.2020 -0.1355 -0.3 -0.1 0.5 0.860
H 3.6023 -1.6636 1.1662 0.1 0.2 0.0 0.375
H 4.7968 -0.6526 0.3025 -0.8 0.0 0.0 0.297
H 1.7691 -0.8225 0.0150 -0.3 0.1 0.3 0.248
H 2.8687 -0.3619 -1.1945 0.2 0.6 0.3 -0.943
C -6.3762 -1.6909 2.1381 -0.1 0.0 -0.4 -1.958
C -4.8570 -1.7497 2.1192 0.6 0.8 -0.5 2.077
C -4.4378 -1.0368 3.4300 0.6 0.1 0.2 -1.426
C -4.3804 -3.2004 2.1354 0.3 -0.2 -0.3 -1.458
C -4.2914 -1.0404 0.8614 -0.2 -0.3 1.2 -0.269
C -3.6892 -0.4544 -0.0077 0.6 1.0 -0.8 -0.688
H -6.7309 -2.2167 3.0239 -0.1 0.0 0.0 0.445
H -6.7908 -2.1580 1.2494 -0.2 0.0 -0.1 0.393
H -6.7044 -0.6507 2.2026 -0.1 -0.1 -0.1 0.418
H -5.0007 -1.4705 4.2692 -0.2 0.2 -0.3 0.492
H -3.3826 -1.1807 3.7005 -0.6 0.2 -0.2 0.339
H -4.6282 0.0455 3.3600 -0.1 -0.4 0.1 0.337
H -4.6761 -3.6933 1.2093 -0.1 -0.2 0.0 0.356
H -3.2908 -3.2917 2.2235 -0.4 0.0 -0.1 0.317
H -4.8141 -3.7202 2.9862 -0.2 -0.1 0.1 0.351
```
Forces are in eV/Å.



Record 2
76
Properties=species:S:1:pos:R:3:forces:R:3:mulliken_charge:R:1 method="wB97M-V/def2-TZVPD" relative_energy_kcal_mol=0.0
Ta 0.0653 0.1937 0.1861 -0.1 0.5 0.6 0.498
C 1.8293 -1.2113 -2.1608 0.0 0.0 0.0 -1.195
N 0.7979 -1.5857 -1.1537 -0.1 -0.2 0.2 0.972
C -0.4608 -2.0305 -1.8128 0.0 0.0 -0.2 0.068
C -1.1239 -0.9214 -2.5917 0.0 0.1 0.0 -1.516
N -1.3519 0.3319 -1.7843 0.0 0.0 0.0 1.198
C -2.7821 0.3383 -1.3351 0.1 0.0 0.0 -1.388
C -1.0985 1.4894 -2.6549 -0.1 0.1 0.0 -0.655
C -1.9342 1.7518 -3.7400 0.1 0.0 0.1 -0.457
C -1.6796 2.8223 -4.5779 0.0 0.0 0.0 -0.938
C -0.5788 3.6368 -4.3421 0.0 0.0 -0.1 -0.605
C 0.2686 3.3652 -3.2879 0.0 0.0 0.1 -0.660
C 0.0233 2.2835 -2.4399 -0.1 -0.1 0.1 0.997
S 1.1643 1.9113 -1.1530 0.0 0.0 -0.2 -0.473
C 1.3691 -2.6814 -0.3592 0.0 -0.1 0.0 -0.300
C 1.3488 -4.0003 -0.7886 0.0 0.1 0.1 -0.558
C 1.9667 -4.9763 -0.0225 0.0 -0.1 0.0 -0.824
C 2.6011 -4.6389 1.1622 0.0 0.0 0.0 -0.709
C 2.6238 -3.3220 1.5893 0.0 0.0 0.0 -0.638
C 2.0076 -2.3409 0.8228 -0.1 0.0 -0.1 0.959
S 1.9700 -0.6615 1.3559 0.1 0.1 0.1 -0.341
H 2.0300 -2.0791 -2.7948 0.0 0.0 0.0 0.365
H 2.7371 -0.9172 -1.6395 0.0 0.0 0.0 0.308
H 1.4942 -0.3732 -2.7634 0.0 0.0 0.0 0.351
H -1.1219 -2.4249 -1.0470 0.0 0.0 0.1 -0.616
H -0.2624 -2.8317 -2.5300 0.1 0.0 0.0 0.716
H -2.0842 -1.3161 -2.9311 0.0 0.1 0.0 0.589
H -0.5441 -0.6465 -3.4706 0.1 0.0 0.0 0.573
H -3.4415 0.5312 -2.1774 0.0 0.0 0.0 0.505
H -2.9411 1.1094 -0.5877 0.0 0.0 0.0 0.456
H -3.0317 -0.6481 -0.9453 0.0 0.2 0.0 -0.206
H -2.7826 1.1132 -3.9425 0.0 0.0 0.0 0.446
H -2.3390 3.0168 -5.4129 0.0 0.0 0.0 0.414
H -0.3761 4.4802 -4.9892 0.0 0.0 0.0 0.405
H 1.1384 3.9833 -3.1070 0.0 0.0 0.0 0.476
H 0.8388 -4.2812 -1.6983 0.0 0.0 0.0 0.331
H 1.9391 -6.0065 -0.3509 0.0 0.0 0.0 0.453
H 3.0719 -5.4051 1.7636 0.0 0.0 0.0 0.394
H 3.1036 -3.0485 2.5198 0.0 0.0 0.0 0.471
C -5.3236 0.8333 2.1900 0.0 0.0 0.0 -1.232
C -4.2409 1.7299 1.7052 -0.2 0.0 -0.1 0.707
N -4.4456 2.6824 0.8178 0.1 0.0 0.1 -0.818
N -3.1989 3.1887 0.6460 0.0 0.1 0.0 0.458
C -2.3213 2.5445 1.4359 0.0 0.1 0.2 -0.084
S -0.6373 3.0426 1.4523 -0.3 -0.3 -0.2 -0.327
N -2.9482 1.6162 2.1250 0.2 0.0 -0.1 0.080
N -1.4419 -0.7369 0.9362 0.3 0.0 -0.3 0.666
H -6.2969 1.2760 1.9914 0.0 0.0 0.0 0.385
H -5.2129 0.6579 3.2590 0.0 0.0 0.0 0.278
H -5.2722 -0.1347 1.6878 0.0 0.0 0.0 0.215
H -3.0272 3.9420 0.0020 0.0 0.0 0.0 0.199
H -1.1064 -1.2519 1.7577 0.0 0.0 0.0 -0.240
H -2.3803 -1.0907 0.7734 -0.1 0.0 -0.1 0.039
C -1.9963 -6.3656 -0.0303 0.0 0.0 0.0 -0.666
O -2.6545 -5.2673 -0.6546 0.0 0.0 -0.1 -0.321
C -2.7049 -4.0831 -0.0237 -0.2 0.1 0.4 0.376
S -3.6778 -2.9305 -0.8000 0.0 -0.1 -0.1 -0.346
S -1.8935 -3.8491 1.4343 0.1 -0.2 -0.1 -0.300
H -2.1019 -7.1923 -0.7293 0.0 0.0 0.0 0.259
H -2.4693 -6.6061 0.9217 0.0 0.0 0.0 0.340
H -0.9465 -6.1403 0.1549 0.0 0.0 0.0 0.230
C 1.7649 1.7193 4.6564 0.1 0.0 0.0 -1.312
Ge 0.0906 1.0651 3.8798 0.1 -0.1 -0.2 0.818
C -1.3852 1.9322 4.8036 0.0 0.1 0.0 -1.224
C -0.0884 -0.8480 4.2291 -0.1 0.0 0.0 -1.208
C 0.2965 1.5647 1.9310 0.1 -0.3 0.1 -1.074
H 1.7720 1.5748 5.7376 0.0 0.0 0.0 0.410
H 1.8801 2.7855 4.4533 0.0 0.0 0.0 0.374
H 2.6228 1.1936 4.2340 0.0 0.0 0.0 0.361
H -1.2329 1.7730 5.8731 0.0 0.0 0.0 0.432
H -2.3336 1.4991 4.5008 0.0 0.0 0.0 0.299
H -1.4155 3.0055 4.6126 0.0 0.0 0.0 0.366
H -0.1126 -0.9718 5.3139 0.0 0.0 0.0 0.485
H 0.7314 -1.4436 3.8332 0.0 0.0 0.0 0.277
H -1.0338 -1.2378 3.8480 0.0 0.0 0.0 0.387
H 1.3218 1.9544 1.9189 -0.1 0.1 0.0 0.843



| no. | highest occupied orbital energy (eV) | HOMO-LUMO gap (hartree) | energy (eV) |
| --- | --- | --- | --- |
| 1 | -5.01 | 0.13813 | -82986.3123 |
| 2 | -6.89 | 0.22631 | -149759.1540 |